Record 1
{"formula": "C43H60As3CuN2OPS", "method": "ωB97M-V/def2-TZVPD", "largest_force_ev_per_a": 3.41, "orbital_gap_ev": 4.10, "total_charge": -1, "species": ["Cu", "O", "N", "C", "C", "C", "C", "C", "C", "C", "P", "C", "C", "C", "C", "C", "C", "C", "C", "C", "C", "C", "C", "H", "H", "H", "H", "H", "H", "H", "H", "H", "H", "H", "H", "H", "H", "H", "H", "C", "As", "C", "C", "C", "C", "C", "As", "C", "C", "C", "As", "C", "C", "H", "H", "H", "H", "H", "H", "H", "H", "H", "H", "H", "H", "H", "H", "H", "H", "H", "H", "H", "H", "H", "H", "H", "H", "H", "H", "H", "C", "C", "C", "C", "C", "C", "C", "C", "C", "C", "C", "C", "N", "H", "H", "H", "H", "H", "H", "H", "H", "H", "H", "H", "H", "H", "H", "H", "H", "H", "S", "C"], "positions_angstrom": [[0.096, 0.274, 0.328], [1.550, -1.918, 1.143], [1.318, -0.552, 1.451], [1.495, -0.337, 2.741], [1.513, 0.883, 3.441], [1.916, 0.788, 4.801], [2.059, 1.874, 5.613], [1.776, 3.152, 5.114], [1.323, 3.283, 3.824], [1.177, 2.196, 2.956], [0.424, 2.511, 1.346], [-0.461, 4.124, 1.636], [0.087, 5.400, 1.521], [-0.668, 6.522, 1.818], [-1.978, 6.395, 2.255], [-2.539, 5.135, 2.365], [-1.790, 4.018, 2.038], [1.807, 3.144, 0.335], [3.119, 2.762, 0.590], [4.159, 3.309, -0.143], [3.899, 4.225, -1.147], [2.591, 4.566, -1.444], [1.551, 4.028, -0.711], [1.107, -2.047, 0.274], [1.749, -1.227, 3.316], [2.135, -0.201, 5.187], [2.385, 1.753, 6.638], [1.913, 4.022, 5.739], [1.069, 4.273, 3.474], [1.112, 5.520, 1.197], [-0.217, 7.503, 1.734], [-2.558, 7.274, 2.504], [-3.554, 5.016, 2.720], [-2.236, 3.036, 2.096], [3.327, 2.046, 1.372], [5.182, 3.033, 0.074], [4.714, 4.666, -1.706], [2.382, 5.258, -2.248], [0.534, 4.307, -0.941], [-4.417, -1.070, 2.397], [-2.777, -0.518, 1.377], [-2.186, 0.556, 2.927], [-3.582, 0.912, 0.272], [-4.270, 0.461, -1.024], [-5.103, -0.796, -0.750], [-3.308, 0.164, -2.168], [-1.603, -1.005, -2.049], [-1.099, -0.833, -3.934], [-2.649, -2.711, -2.452], [-5.279, 1.525, -1.503], [-4.938, 3.459, -1.887], [-3.006, 3.735, -2.095], [-4.989, 4.178, -0.049], [-5.115, -0.237, 2.491], [-4.111, -1.361, 3.402], [-4.946, -1.913, 1.957], [-2.995, 1.175, 3.320], [-1.320, 1.177, 2.702], [-1.880, -0.140, 3.713], [-2.756, 1.587, 0.028], [-4.305, 1.464, 0.883], [-4.436, -1.626, -0.502], [-5.689, -1.070, -1.628], [-5.794, -0.616, 0.074], [-2.882, 1.102, -2.541], [-3.880, -0.274, -2.992], [-1.963, -1.021, -4.575], [-0.336, -1.592, -4.136], [-0.698, 0.155, -4.162], [-3.480, -2.487, -3.121], [-3.043, -3.215, -1.570], [-1.971, -3.402, -2.956], [-6.103, 1.559, -0.777], [-5.722, 1.138, -2.433], [-2.624, 3.340, -3.034], [-2.441, 3.298, -1.276], [-2.830, 4.813, -2.091], [-5.937, 3.955, 0.439], [-4.872, 5.261, -0.093], [-4.172, 3.778, 0.545], [2.173, -0.557, -2.320], [2.355, -1.979, -2.827], [3.619, -2.562, -2.176], [1.241, -3.000, -2.633], [1.361, -4.100, -3.471], [0.603, -5.242, -3.297], [-0.149, -5.334, -2.145], [-0.306, -4.266, -1.272], [-0.942, -4.670, 0.051], [-1.529, -3.574, 0.923], [0.134, -5.420, 0.854], [0.218, -2.982, -1.632], [-0.240, -1.794, -1.095], [3.009, 0.055, -2.661], [2.144, -0.510, -1.235], [1.256, -0.127, -2.709], [2.534, -1.916, -3.910], [3.463, -2.679, -1.106], [4.459, -1.884, -2.324], [3.875, -3.530, -2.600], [2.057, -4.059, -4.300], [0.659, -6.063, -3.999], [-0.661, -6.263, -1.921], [-1.754, -5.377, -0.172], [-0.752, -2.919, 1.314], [-2.065, -4.026, 1.760], [-2.227, -2.966, 0.350], [0.947, -4.736, 1.085], [0.531, -6.258, 0.287], [-0.284, -5.806, 1.782], [-0.277, 1.935, -2.338], [-0.668, 0.722, -1.331]], "nbo_charge": [0.86, -0.59, -0.24, 0.01, -0.02, -0.19, -0.22, -0.20, -0.19, -0.36, 0.85, -0.34, -0.15, -0.24, -0.21, -0.20, -0.21, -0.36, -0.14, -0.24, -0.21, -0.22, -0.18, 0.54, 0.20, 0.21, 0.21, 0.21, 0.22, 0.22, 0.21, 0.21, 0.21, 0.23, 0.21, 0.21, 0.20, 0.21, 0.24, -0.94, 0.91, -0.96, -0.74, -0.06, -0.61, -0.75, 1.71, -1.00, -1.00, -0.70, 0.85, -0.96, -0.95, 0.20, 0.21, 0.22, 0.20, 0.22, 0.22, 0.25, 0.20, 0.21, 0.21, 0.20, 0.23, 0.20, 0.22, 0.23, 0.24, 0.20, 0.21, 0.23, 0.21, 0.22, 0.24, 0.23, 0.22, 0.21, 0.22, 0.21, -0.58, -0.24, -0.59, -0.05, -0.23, -0.29, -0.18, -0.08, -0.22, -0.60, -0.59, 0.17, -1.20, 0.19, 0.20, 0.23, 0.19, 0.21, 0.19, 0.20, 0.19, 0.19, 0.18, 0.19, 0.21, 0.18, 0.23, 0.21, 0.20, 0.19, -0.18, -0.92]}

***

Record 2
{"formula": "C29H29AuN2O5", "method": "ωB97M-V/def2-TZVPD", "largest_force_ev_per_a": 3.26, "spin_multiplicity": 3, "orbital_gap_ev": [7.10, 5.44], "total_charge": 0, "species": ["C", "C", "C", "H", "C", "C", "H", "C", "C", "C", "H", "C", "C", "H", "H", "H", "H", "H", "H", "Au", "C", "C", "C", "H", "H", "H", "H", "H", "H", "C", "C", "H", "H", "O", "N", "C", "H", "C", "C", "H", "C", "H", "C", "H", "C", "H", "C", "H", "H", "H", "O", "C", "O", "C", "C", "C", "C", "C", "C", "N", "O", "O", "H", "H", "H", "H"], "positions_angstrom": [[-1.951, 2.021, 1.498], [-2.852, 1.523, 0.509], [-2.693, 0.123, 0.411], [-3.596, 2.115, -0.028], [-1.703, -0.298, 1.361], [-1.301, 0.882, 2.127], [-1.412, -1.320, 1.599], [0.696, 2.506, -1.230], [-0.438, 2.748, -2.067], [-0.691, 1.586, -2.833], [-0.972, 3.692, -2.160], [0.318, 0.632, -2.583], [1.166, 1.136, -1.520], [-3.274, -0.552, -0.220], [-0.752, 0.869, 3.061], [-1.861, 3.050, 1.835], [2.146, 0.745, -1.260], [-1.484, 1.477, -3.576], [1.267, 3.234, -0.670], [-0.017, 0.942, 0.328], [0.640, -0.565, -3.431], [1.854, -0.187, -4.300], [-0.566, -0.938, -4.300], [1.643, 0.697, -4.914], [2.132, -1.010, -4.970], [2.721, 0.040, -3.667], [-0.853, -0.110, -4.959], [-1.424, -1.186, -3.661], [-0.332, -1.806, -4.925], [1.048, -1.779, -2.549], [-0.024, -2.303, -1.612], [1.930, -1.510, -1.942], [1.342, -2.588, -3.234], [-0.676, -1.571, -0.860], [-0.236, -3.646, -1.659], [-1.096, -4.306, -0.675], [0.503, -4.214, -2.052], [-2.534, -3.855, -0.730], [-3.239, -3.693, 0.466], [-2.704, -3.885, 1.400], [-4.583, -3.326, 0.448], [-5.109, -3.194, 1.394], [-5.245, -3.163, -0.774], [-6.300, -2.893, -0.790], [-4.551, -3.353, -1.975], [-5.059, -3.242, -2.935], [-3.196, -3.712, -1.953], [-2.652, -3.917, -2.881], [-0.699, -4.142, 0.337], [-1.042, -5.377, -0.902], [1.022, 3.100, 1.644], [1.900, 2.268, 2.001], [2.087, 1.089, 1.525], [2.804, 2.648, 3.147], [3.756, 1.736, 3.649], [4.556, 2.053, 4.744], [4.424, 3.317, 5.351], [3.474, 4.239, 4.868], [2.690, 3.903, 3.773], [5.266, 3.672, 6.442], [6.116, 2.852, 6.855], [5.119, 4.807, 6.951], [3.869, 0.763, 3.177], [5.288, 1.351, 5.141], [3.375, 5.204, 5.357], [1.967, 4.622, 3.400]], "nbo_charge": [-0.30, -0.28, -0.15, 0.23, -0.42, -0.31, 0.25, -0.22, -0.18, -0.33, 0.23, 0.18, -0.52, 0.23, 0.25, 0.25, 0.26, 0.23, 0.27, 1.14, -0.10, -0.59, -0.61, 0.22, 0.21, 0.22, 0.22, 0.22, 0.21, -0.48, 0.69, 0.24, 0.21, -0.64, -0.61, -0.26, 0.40, 0.07, -0.23, 0.21, -0.21, 0.22, -0.22, 0.22, -0.20, 0.22, -0.25, 0.22, 0.20, 0.21, -0.72, 0.73, -0.75, -0.04, -0.20, -0.19, 0.01, -0.17, -0.21, 0.50, -0.38, -0.38, 0.24, 0.25, 0.25, 0.24]}

***

Record 3
{"formula": "C4H8N2O", "method": "ωB97M-V/def2-TZVPD", "smiles": "[H]/N=C(\\CC)CN=O", "largest_force_ev_per_a": 7.67, "orbital_gap_ev": 8.87, "total_charge": 0, "species": ["C", "C", "C", "C", "N", "N", "O", "H", "H", "H", "H", "H", "H", "H", "H"], "positions_angstrom": [[0.813, -0.660, -1.292], [-1.081, -0.171, 0.367], [-1.033, 1.314, 0.619], [0.542, -0.779, 0.184], [2.191, -0.188, -0.972], [0.962, -1.505, 1.144], [2.403, 1.003, -1.247], [0.391, -1.417, 1.990], [0.234, 0.094, -1.828], [0.843, -1.639, -1.770], [-1.708, -0.431, -0.488], [-1.476, -0.726, 1.221], [-2.016, 1.682, 0.937], [-0.324, 1.563, 1.414], [-0.740, 1.861, -0.282]], "nbo_charge": [-0.38, -0.44, -0.62, 0.32, 0.16, -0.58, -0.30, 0.35, 0.22, 0.25, 0.20, 0.19, 0.21, 0.21, 0.21]}

***

Record 4
{"formula": "C6H8N2", "method": "ωB97M-V/def2-TZVPD", "smiles": "C=C1[C@@H]2N[C@@H]2[C@H]2N[C@@H]12", "largest_force_ev_per_a": 14.02, "orbital_gap_ev": 9.38, "total_charge": 0, "species": ["C", "C", "C", "C", "C", "C", "H", "H", "H", "H", "H", "H", "H", "H", "N", "N"], "positions_angstrom": [[1.571, -1.443, -0.996], [0.772, -0.501, -0.390], [0.309, 0.487, -1.004], [-0.874, 1.116, -0.218], [-1.126, 0.347, 0.943], [0.121, -0.609, 0.983], [1.801, -1.462, -2.059], [2.051, -2.196, -0.377], [0.504, 0.602, -2.110], [0.924, 1.437, 0.646], [-1.831, 1.648, -0.797], [-1.383, 0.946, 1.838], [-1.494, -1.394, -0.135], [0.553, -1.109, 1.823], [0.407, 1.873, -0.064], [-1.229, -1.137, 0.815]], "nbo_charge": [-0.40, -0.09, -0.11, -0.10, -0.11, -0.12, 0.20, 0.20, 0.24, 0.34, 0.23, 0.23, 0.36, 0.23, -0.53, -0.56]}

***

Record 5
{"formula": "C2ClF4N", "method": "ωB97M-V/def2-TZVPD", "smiles": "F/C(Cl)=N/C(F)(F)F", "largest_force_ev_per_a": 9.10, "orbital_gap_ev": [8.95, 8.95], "total_charge": 0, "species": ["C", "C", "N", "F", "F", "F", "F", "Cl"], "positions_angstrom": [[-1.340, 0.442, -0.098], [0.957, -0.212, 0.276], [0.014, 0.505, 0.929], [-2.197, 1.320, 0.148], [1.167, 0.152, -0.945], [2.171, -0.063, 0.923], [0.839, -1.532, 0.077], [-1.612, -0.612, -1.310]], "nbo_charge": [0.58, 0.99, -0.52, -0.23, -0.33, -0.34, -0.35, 0.20]}

***

Record 6
{"formula": "H25O16S", "method": "ωB97M-V/def2-TZVPD", "largest_force_ev_per_a": 6.01, "orbital_gap_ev": 6.61, "total_charge": -1, "species": ["O", "H", "H", "H", "S", "O", "O", "O", "O", "O", "H", "H", "O", "H", "H", "O", "H", "H", "O", "H", "H", "O", "H", "H", "O", "H", "H", "O", "H", "H", "O", "H", "H", "O", "H", "H", "O", "H", "H", "O", "H", "H"], "positions_angstrom": [[0.261, 3.805, 1.477], [1.055, 4.277, 0.901], [0.146, 3.821, 2.428], [-0.075, 2.924, 1.261], [-0.527, 0.285, -0.054], [0.403, -0.692, -0.441], [0.027, 1.249, 0.901], [-0.928, 1.091, -1.229], [-1.648, -0.342, 0.559], [2.314, -2.674, 0.820], [2.903, -2.223, 1.333], [1.634, -2.188, 0.367], [-3.441, -1.116, -0.116], [-3.534, -2.104, 0.072], [-2.454, -0.805, -0.097], [2.573, 1.154, 0.480], [1.621, 1.000, 0.679], [2.654, 0.419, -0.160], [-1.071, -3.116, 1.006], [-0.539, -3.433, 0.244], [-0.970, -2.211, 0.977], [0.422, 2.483, -2.965], [-0.146, 1.971, -2.256], [0.957, 1.659, -3.403], [2.663, -0.753, -1.584], [1.688, -0.996, -1.610], [2.870, -0.256, -2.281], [-2.264, 2.619, -0.595], [-2.592, 2.991, -1.439], [-1.589, 1.824, -0.822], [0.098, -3.170, -1.066], [0.324, -2.258, -0.936], [0.958, -3.583, -1.028], [-1.118, -0.567, 3.076], [-0.275, -1.048, 3.020], [-1.294, -0.600, 2.050], [-1.543, -0.082, -3.099], [-1.119, 0.480, -2.413], [-1.433, -1.066, -2.930], [1.054, 0.722, 3.287], [0.856, -0.279, 3.348], [1.085, 0.787, 2.226]], "nbo_charge": [-0.82, 0.62, 0.56, 0.60, 2.75, -1.09, -1.09, -0.94, -0.94, -0.97, 0.48, 0.48, -1.05, 0.45, 0.46, -1.01, 0.46, 0.49, -0.98, 0.47, 0.44, -0.98, 0.48, 0.45, -0.95, 0.50, 0.46, -1.09, 0.45, 0.44, -0.92, 0.48, 0.48, -0.93, 0.41, 0.48, -1.00, 0.46, 0.46, -0.96, 0.44, 0.48]}

***

Record 7
{"formula": "C4H6N2S", "method": "ωB97M-V/def2-TZVPD", "largest_force_ev_per_a": 7.13, "orbital_gap_ev": 8.43, "total_charge": 0, "species": ["C", "C", "C", "C", "H", "H", "H", "H", "H", "H", "N", "N", "S"], "positions_angstrom": [[-0.830, -0.351, -0.217], [-0.876, 1.024, -0.070], [0.535, 1.456, -0.114], [1.294, 0.208, -0.068], [-2.584, -1.098, 0.885], [-2.712, -0.368, -0.947], [-1.796, 1.614, -0.012], [1.098, 2.343, -0.120], [3.498, -0.583, 1.120], [0.893, -1.805, 0.071], [-1.911, -1.212, -0.131], [0.440, -0.796, -0.176], [2.950, -0.432, -0.221]], "nbo_charge": [0.23, -0.32, -0.27, -0.06, 0.38, 0.34, 0.23, 0.23, 0.14, 0.45, -0.78, -0.52, -0.04]}

***

Record 8
{"formula": "C3H7NO2", "method": "ωB97M-V/def2-TZVPD", "largest_force_ev_per_a": 0.37, "orbital_gap_ev": 9.27, "total_charge": 0, "species": ["N", "C", "O", "C", "C", "O", "H", "H", "H", "H", "H", "H", "H"], "positions_angstrom": [[-0.018, 1.819, 0.229], [0.629, 1.081, -0.763], [1.353, 1.625, -1.581], [0.375, -0.374, -0.734], [-0.851, -0.881, -0.180], [-0.179, -1.282, 1.376], [-0.169, 1.375, 1.125], [0.325, 2.767, 0.293], [0.679, -0.930, 0.645], [0.844, -0.926, -1.546], [-1.629, -0.189, 0.140], [-1.221, -1.841, -0.538], [-0.137, -2.242, 1.533]], "nbo_charge": [-0.86, 0.66, -0.62, -0.69, -0.07, -0.83, 0.38, 0.40, 0.47, 0.25, 0.22, 0.21, 0.49]}

***

Which formula does entry 6 have? H25O16S